Molecular formula: C4H10INO2
Method: DFT, ωB97M-V/def2-TZVPD

Last column: Löwdin charge in e.
CARTESIAN COORDINATES (ANGSTROEM)
C: 1.379 0.729 -1.645  -0.29
C: -0.858 -2.159 -0.735  -0.01
C: -1.252 1.447 1.640  -0.10
C: 0.059 -0.325 0.706  -0.41
N: 1.312 0.752 -0.187  -0.60
O: 0.089 -1.520 0.194  -0.09
O: -1.129 0.383 0.773  -0.08
I: 3.075 0.272 0.718  0.75
H: 1.725 -0.152 -2.142  0.04
H: 0.351 0.999 -1.789  0.06
H: 1.938 1.601 -2.141  0.09
H: -1.742 -1.534 -1.064  0.11
H: -1.129 -3.055 -0.211  0.08
H: -0.318 -2.323 -1.724  0.11
H: -2.301 1.629 1.888  0.10
H: -0.883 2.393 1.443  0.07
H: -0.874 1.153 2.580  0.08
H: 0.556 -0.290 1.695  0.09

Calculated values
* 2S+1: 1
* net charge: 0
* energy: -17991.9942 eV
* molar mass: 231.0 g/mol

---

Molecular formula: C3H8N2O
Method: DFT, ωB97M-V/def2-TZVPD

Last column: Löwdin charge in e.
CARTESIAN COORDINATES (ANGSTROEM)
N: 0.238 0.931 -1.719  -0.05
C: -0.764 1.166 -0.635  -0.29
C: -0.870 0.049 0.354  -0.59
N: -0.004 -1.068 0.179  -0.09
C: 0.791 -1.503 1.286  -0.23
O: -1.631 0.179 1.365  -0.18
H: 1.152 1.141 -1.320  0.04
H: 0.128 1.739 -2.332  0.03
H: -0.541 2.169 -0.186  0.06
H: -1.746 1.261 -1.106  0.09
H: 0.320 -1.131 -0.772  0.07
H: 0.253 -1.228 2.192  0.06
H: 0.852 -2.598 1.370  0.04
H: 1.820 -1.109 1.324  0.03

Calculated values
* 2S+1: 2
* net charge: -1
* energy: -8266.5904 eV
* molar mass: 88.1 g/mol

---

Molecular formula: C10H15N
Method: DFT, ωB97M-V/def2-TZVPD

Last column: Löwdin charge in e.
CARTESIAN COORDINATES (ANGSTROEM)
C: -0.209 -1.014 -2.820  -0.15
C: -0.418 -0.266 -1.633  -0.09
C: 0.170 0.952 -1.472  -0.09
C: 0.703 1.594 -2.597  -0.08
C: 0.679 0.921 -3.810  -0.11
C: 1.092 0.051 1.626  -0.21
C: -0.107 1.001 1.883  -0.22
C: -1.338 0.065 1.685  -0.19
C: -0.740 -1.390 1.485  -0.20
C: 0.557 -1.201 2.355  -0.21
H: -0.697 -1.959 -2.718  0.10
H: -0.908 -0.771 -0.797  0.06
H: 0.053 1.439 -0.433  0.10
H: 1.205 2.604 -2.443  0.12
H: 1.098 1.305 -4.724  0.09
H: 1.150 -0.208 0.581  0.07
H: 2.136 0.428 2.028  0.14
H: -0.060 1.828 1.148  0.08
H: -0.153 1.371 2.866  0.08
H: -1.968 0.346 0.804  0.10
H: -2.021 0.206 2.620  0.13
H: -0.509 -1.642 0.462  0.06
H: -1.439 -2.195 1.870  0.12
H: 1.226 -2.183 2.503  0.14
H: 0.358 -0.911 3.415  0.11
N: 0.142 -0.370 -3.884  0.05

Calculated values
* 2S+1: 1
* SMILES: c1ccncc1.C1CCCC1
* net charge: 0
* energy: -12101.2092 eV
* molar mass: 149.2 g/mol

---

Molecular formula: C45H48AsFeN5O5PS3Si
Method: DFT, ωB97M-V/def2-TZVPD

Last column: Löwdin charge in e.
CARTESIAN COORDINATES (ANGSTROEM)
Fe: 0.133 -0.081 0.126  0.69
C: -4.208 -4.268 -0.590  -0.18
Si: -2.670 -4.975 0.211  0.50
C: -1.472 -5.641 -1.063  -0.18
C: -3.177 -6.366 1.362  -0.19
C: -1.818 -3.661 1.269  -0.24
C: -1.698 -3.799 2.641  -0.07
C: -1.100 -2.809 3.424  -0.05
C: -0.573 -1.711 2.791  -0.13
N: -0.621 -1.565 1.458  -0.07
C: -1.282 -2.477 0.712  -0.73
S: -1.474 -2.008 -0.935  0.75
H: -4.794 -5.067 -1.051  0.03
H: -3.964 -3.534 -1.359  0.00
H: -4.841 -3.782 0.157  0.03
H: -1.932 -6.454 -1.631  0.03
H: -0.578 -6.041 -0.576  0.03
H: -1.159 -4.867 -1.763  0.01
H: -3.672 -7.150 0.784  0.03
H: -3.882 -6.031 2.126  0.03
H: -2.319 -6.819 1.863  0.03
H: -2.094 -4.683 3.129  0.10
H: -1.045 -2.893 4.500  0.10
H: -0.126 -0.896 3.335  0.09
O: 0.363 2.178 0.171  -0.41
S: 0.411 2.385 1.633  0.47
O: -0.355 3.481 2.151  -0.29
O: 0.092 1.056 2.207  -0.41
C: 2.113 2.755 2.005  -0.25
C: 2.384 3.963 2.635  -0.05
C: 3.695 4.315 2.913  -0.06
C: 4.730 3.459 2.566  -0.06
C: 4.450 2.254 1.944  -0.08
C: 3.139 1.887 1.646  -0.32
P: 2.793 0.242 0.906  1.14
C: 3.520 -0.770 2.254  -0.33
C: 4.759 -1.405 2.209  -0.08
C: 5.248 -2.072 3.325  -0.08
C: 4.517 -2.099 4.503  -0.09
C: 3.296 -1.442 4.566  -0.07
C: 2.806 -0.783 3.450  -0.10
C: 3.974 0.158 -0.475  -0.35
C: 4.420 -1.066 -0.976  -0.13
C: 5.198 -1.116 -2.121  -0.07
C: 5.527 0.052 -2.793  -0.07
C: 5.069 1.269 -2.318  -0.07
C: 4.296 1.321 -1.169  -0.09
H: 1.560 4.612 2.899  0.11
H: 3.906 5.256 3.403  0.11
H: 5.756 3.725 2.786  0.11
H: 5.260 1.584 1.682  0.12
H: 5.358 -1.380 1.310  0.09
H: 6.210 -2.565 3.272  0.10
H: 4.904 -2.615 5.372  0.10
H: 2.726 -1.434 5.487  0.11
H: 1.878 -0.231 3.513  0.08
H: 4.144 -1.991 -0.489  0.09
H: 5.532 -2.075 -2.498  0.11
H: 6.121 0.011 -3.697  0.11
H: 5.289 2.183 -2.856  0.11
H: 3.933 2.277 -0.816  0.10
N: -0.719 6.483 -1.382  0.11
C: -0.350 5.217 -1.814  -0.31
C: -1.307 4.330 -2.311  -0.04
C: -0.935 3.072 -2.749  -0.07
C: 0.392 2.682 -2.691  -0.31
C: 1.360 3.581 -2.264  -0.06
C: 0.996 4.835 -1.824  -0.02
S: 0.873 1.094 -3.263  0.62
O: -0.169 0.625 -4.138  -0.30
O: 2.215 1.219 -3.764  -0.30
N: 0.870 0.162 -1.893  -0.13
C: 1.416 -1.077 -1.996  -0.55
N: 1.877 -1.633 -3.121  0.17
C: 2.284 -2.887 -3.021  -0.11
C: 2.237 -3.634 -1.844  -0.06
C: 1.748 -2.979 -0.732  -0.16
N: 1.375 -1.711 -0.800  -0.05
H: -1.677 6.577 -1.088  0.09
H: -0.078 6.926 -0.746  0.09
H: -2.346 4.641 -2.358  0.11
H: -1.666 2.391 -3.163  0.09
H: 2.399 3.285 -2.283  0.10
H: 1.753 5.531 -1.478  0.11
H: 2.659 -3.338 -3.936  0.11
H: 2.549 -4.667 -1.810  0.10
H: 1.652 -3.464 0.235  0.13
C: -2.864 2.579 0.518  -0.25
As: -2.466 0.747 0.009  1.16
C: -3.581 -0.173 1.306  -0.25
C: -3.487 0.528 -1.659  -0.31
C: -4.825 1.193 -1.647  -0.31
C: -5.945 0.529 -1.150  -0.06
C: -7.183 1.154 -1.112  -0.08
C: -7.322 2.454 -1.575  -0.09
C: -6.216 3.123 -2.081  -0.08
C: -4.980 2.497 -2.115  -0.06
H: -3.930 2.757 0.381  0.03
H: -2.277 3.269 -0.081  0.01
H: -2.592 2.711 1.562  0.02
H: -4.571 0.281 1.308  0.03
H: -3.127 -0.060 2.290  0.03
H: -3.658 -1.231 1.058  0.02
H: -3.579 -0.548 -1.792  0.03
H: -2.856 0.900 -2.466  0.06
H: -5.844 -0.492 -0.799  0.11
H: -8.042 0.620 -0.727  0.10
H: -8.289 2.940 -1.551  0.10
H: -6.317 4.135 -2.453  0.10
H: -4.117 3.022 -2.513  0.10

Calculated values
* 2S+1: 6
* net charge: 0
* energy: -210033.3620 eV
* molar mass: 1024.9 g/mol

---

Molecular formula: C24H40O12
Method: DFT, ωB97M-V/def2-TZVPD

Last column: Löwdin charge in e.
CARTESIAN COORDINATES (ANGSTROEM)
C: -0.492 -4.587 -0.986  -0.06
O: -1.163 -3.348 -0.723  -0.22
C: -0.558 -2.320 0.069  -0.12
C: -1.286 -0.960 -0.044  -0.20
O: -2.717 -1.059 0.308  -0.22
C: -3.599 -1.588 -0.586  -0.11
H: 0.479 -4.583 -0.490  0.09
H: -0.355 -4.748 -2.055  0.08
H: -1.221 -5.304 -0.608  0.09
H: 0.477 -2.263 -0.269  0.11
H: -0.335 -2.655 1.081  0.13
H: -1.065 -0.511 -1.012  0.05
H: -0.893 -0.271 0.704  0.07
H: -4.534 -1.150 -0.237  0.10
H: -3.653 -2.666 -0.435  0.09
H: -3.304 -1.305 -1.596  0.07
O: 0.139 0.933 1.666  -0.16
C: 0.905 0.681 0.697  -0.26
O: 0.537 -0.090 -0.366  -0.20
C: 1.725 -0.133 -1.169  -0.16
C: 2.557 1.041 -0.874  -0.10
C: 2.316 1.228 0.609  -0.01
H: 1.355 -0.213 -2.190  0.10
H: 2.263 -1.065 -0.993  0.15
H: 2.046 1.778 -1.495  0.13
H: 3.565 0.915 -1.268  0.13
H: 2.358 2.254 0.972  0.15
H: 2.870 0.494 1.196  0.11
O: -1.737 2.309 4.812  0.09
C: -1.565 1.547 3.857  -0.44
O: -1.544 0.171 3.953  0.02
C: -1.564 -0.488 2.730  -0.15
C: -2.099 0.624 1.877  -0.18
C: -1.473 1.899 2.417  -0.07
H: -2.232 -1.346 2.801  0.15
H: -0.598 -0.782 2.320  0.12
H: -3.187 0.556 1.863  0.15
H: -1.958 0.482 0.806  0.07
H: -2.121 2.736 2.159  0.14
H: -0.449 2.086 2.093  0.08
O: -0.955 2.871 -4.483  0.10
C: -1.148 2.257 -3.459  -0.51
O: -0.197 1.836 -2.633  0.06
C: -0.735 0.844 -1.756  -0.20
C: -2.283 0.844 -1.874  -0.06
C: -2.520 1.936 -2.961  -0.03
H: -0.436 1.189 -0.767  0.14
H: -0.236 -0.112 -1.914  0.07
H: -2.684 1.099 -0.893  0.13
H: -2.638 -0.115 -2.251  0.09
H: -2.822 2.897 -2.544  0.13
H: -3.277 1.704 -3.711  0.13
O: 2.922 0.008 2.817  0.05
C: 2.572 0.741 3.744  -0.46
O: 3.153 0.902 4.872  0.08
C: 2.462 1.847 5.713  -0.10
C: 1.509 2.598 4.727  -0.08
C: 1.243 1.512 3.628  -0.05
H: 3.221 2.508 6.132  0.12
H: 2.038 1.418 6.621  0.13
H: 2.034 3.448 4.289  0.11
H: 0.549 2.975 5.079  0.10
H: 0.976 1.760 2.601  0.07
H: 0.401 0.869 3.882  0.12
O: -0.491 -1.777 -2.229  0.05
C: 0.550 -1.589 -2.881  -0.44
O: 1.740 -2.079 -2.464  -0.06
C: 2.774 -1.737 -3.451  -0.07
C: 2.085 -1.076 -4.716  -0.11
C: 0.668 -0.910 -4.273  -0.05
H: 3.271 -2.631 -3.828  0.12
H: 3.531 -1.128 -2.957  0.12
H: 2.089 -1.639 -5.649  0.11
H: 2.446 -0.111 -5.071  0.12
H: -0.057 -1.591 -4.717  0.15
H: 0.355 0.133 -4.220  0.12

Calculated values
* 2S+1: 1
* SMILES: O=C1CCCO1.O=C1CCCO1.O=C1CCCO1.O=C1CCCO1.O=C1CCCO1.COCCOC
* net charge: 0
* energy: -50090.4347 eV
* molar mass: 520.6 g/mol

---

Molecular formula: C4H10O2S2
Method: DFT, ωB97M-V/def2-TZVPD

Last column: Löwdin charge in e.
CARTESIAN COORDINATES (ANGSTROEM)
C: 0.531 1.284 -0.774  -0.23
C: 1.868 1.533 -1.519  -0.22
O: 2.165 0.626 -2.291  0.02
C: 0.938 0.716 0.584  -0.51
S: -0.407 0.570 1.844  0.48
S: -1.983 0.047 0.773  0.41
C: -1.471 -1.756 0.471  -0.38
H: -0.082 2.155 -0.654  0.10
H: -0.013 0.557 -1.418  0.10
H: 2.562 2.317 -1.048  0.15
H: 1.562 1.340 1.069  0.02
H: 1.301 -0.243 0.450  0.04
H: -1.823 -2.128 -0.467  0.03
H: -1.796 -2.283 1.388  0.04
H: -0.415 -1.705 0.427  -0.03
H: 1.699 -2.177 -1.810  0.11
H: 0.176 -2.024 -1.615  -0.05
O: 0.818 -2.668 -1.554  -0.07

Calculated values
* 2S+1: 1
* SMILES: CSSCCC=O.O
* net charge: 0
* energy: -30074.3413 eV
* molar mass: 154.3 g/mol